This record from OMol25 describes an isolated molecule of C2H3Cl2NS in a non-equilibrium geometry. The level of theory is ωB97M-V/def2-TZVPD.

energy relative to the best compared isomer or geometry (same formula, charge and spin) = 118.5 kJ/mol
total energy = -39491.3007 eV
maximum force = 6.65 eV/Å
spin multiplicity = 1
lowest unoccupied orbital energy = 0.01 eV
total charge = 0
SMILES = C/N=C(\Cl)SCl
Kohn-Sham gap = 9.187 eV

Structure (XYZ):
```
9
Properties=species:S:1:pos:R:3:forces:R:3:nbo_charge:R:1
C 0.4497 0.1555 0.9735 -0.9 -1.3 -6.1 -0.034
C -1.0902 -0.2518 -0.8763 1.1 -5.4 -0.2 -0.438
N 0.2151 -0.1081 -0.3322 1.7 1.3 6.3 -0.423
S 2.0500 0.5968 1.4624 0.5 0.0 0.1 0.352
Cl -0.6280 0.1031 2.3043 -0.4 0.0 0.2 0.034
Cl 2.9580 0.4664 -0.3259 0.4 0.2 0.2 -0.104
H -0.8378 -0.8328 -1.8631 -1.3 0.8 1.7 0.210
H -1.2929 0.6908 -1.1521 -1.9 3.3 -1.0 0.210
H -1.8238 -0.8199 -0.1906 0.8 1.1 -1.3 0.194
```
Forces are in eV/Å.